(1)
C26H35MnN7PS3 as an isolated structure in a non-equilibrium geometry, computed with the ωB97M-V functional and the def2-TZVPD basis.

Calculated values
ΔE to the lowest compared entry with this formula, charge and spin: 96.5 kJ/mol
Multiplicity: 2
E_LUMO (spin up / spin down): -3.145 / -3.170 eV
Largest force on an atom: 0.048 Eh/bohr
DFT total energy: -4081.75245 hartree
M: 627.728 g/mol
<S²>: 1.003
HOMO (spin up / spin down): -10.40 / -10.33 eV
Net charge: +1
Orbital gap (spin up / spin down): 7.254 / 7.156 eV

Last column: Löwdin charge in e.
Positions of all 73 atoms, in Å:
Mn -0.32008 -0.75172 0.42097  0.19
C 2.28365 0.03928 3.54126  0.01
C 1.45380 0.63095 2.44930  -0.25
N 0.33546 0.10145 2.08530  -0.06
N 0.03373 -1.16628 2.49498  -0.02
C -1.24793 -1.53792 2.33673  -0.93
N -1.59075 -2.73150 2.83938  0.12
S -2.48455 -0.59666 1.59721  0.69
C 1.86505 1.77974 1.63928  -0.19
C 2.59978 2.81126 2.08939  0.01
C 3.02572 3.98080 1.34130  -0.06
C 2.57139 4.49937 0.19219  -0.05
C 1.42693 4.07400 -0.67849  -0.13
N 1.37786 1.74448 0.30038  -0.04
H 2.67189 -0.92857 3.21160  0.09
H 1.67371 -0.14910 4.42388  0.10
H 3.11964 0.68410 3.79768  0.08
H -0.87260 -3.36117 3.16307  0.10
H -2.50095 -3.09710 2.62720  0.10
H 2.91726 2.78528 3.12602  0.12
H 3.83412 4.52330 1.81935  0.11
H 3.05986 5.39951 -0.16615  0.11
H 1.81536 3.87452 -1.67958  0.10
N 0.04826 -0.29082 -2.38832  0.15
C 0.68126 1.01220 -2.73975  -0.26
C 2.05410 1.13123 -2.08543  -0.06
C 2.19203 0.92391 -0.57484  -0.28
N 1.84166 -0.47908 -0.24972  0.05
C 0.62530 2.90326 -0.11691  -0.24
C -0.57233 2.46163 -0.98545  -0.27
N -1.18798 1.27931 -0.33144  0.00
C -0.27869 2.16041 -2.45328  -0.09
H 0.65580 -1.09334 -2.57379  0.12
H -0.82216 -0.44556 -2.89518  0.16
H -0.17155 -0.36464 -1.32422  0.01
H 0.84703 0.99795 -3.81965  0.16
H 2.47004 2.10046 -2.35170  0.12
H 2.70776 0.38171 -2.54100  0.14
H 3.25474 1.09758 -0.35878  0.16
H 2.26068 -0.70824 0.64665  0.09
H 2.28537 -1.15487 -0.87736  -0.02
H 0.75058 4.93024 -0.78786  0.14
H 0.17950 3.26990 0.81305  0.17
H -1.27546 3.30200 -0.98213  0.15
H -2.09529 1.09346 -0.75154  0.10
H -1.39067 1.52491 0.63534  0.05
H 0.11459 3.06264 -2.92253  0.13
H -1.22863 1.94709 -2.95614  0.13
S 2.72832 -3.52772 -1.29148  0.24
P 0.94358 -4.20675 -0.78566  0.15
S -0.59095 -2.83067 -0.77021  0.36
C 0.37112 -5.47443 -1.95048  -0.42
C 1.31182 -6.10367 -2.75927  -0.10
C 0.91271 -7.11582 -3.61986  -0.07
C -0.41981 -7.49705 -3.67238  -0.07
C -1.35924 -6.86177 -2.87122  -0.07
C -0.96915 -5.84955 -2.00945  -0.13
C 1.01326 -5.04036 0.83316  -0.37
C 1.61686 -4.36743 1.88982  -0.13
C 1.69168 -4.96423 3.13911  -0.08
C 1.16896 -6.23793 3.33222  -0.08
C 0.58845 -6.91692 2.27279  -0.07
C 0.51022 -6.32295 1.02015  -0.07
H 2.34723 -5.79353 -2.71750  0.06
H 1.64591 -7.61001 -4.24344  0.11
H -0.72993 -8.28914 -4.34140  0.11
H -2.39829 -7.16153 -2.91298  0.11
H -1.70202 -5.34543 -1.39150  0.08
H 2.02186 -3.37729 1.73240  0.08
H 2.16351 -4.43998 3.96176  0.11
H 1.22614 -6.70311 4.30768  0.11
H 0.20084 -7.91696 2.41645  0.11
H 0.06073 -6.85688 0.19393  0.10

=====

(2)
C26H35N3NaO5S6 as an isolated structure in a non-equilibrium geometry, computed with the ωB97M-V functional and the def2-TZVPD basis.

Calculated values
ΔE to the lowest compared entry with this formula, charge and spin: 113.3 kJ/mol
Multiplicity: 1
E_LUMO: 1.882 eV
Largest force on an atom: 0.072 Eh/bohr
DFT total energy: -4103.76058 hartree
M: 684.974 g/mol
HOMO: -5.64 eV
Net charge: -1
Orbital gap: 7.525 eV

Last column: Löwdin charge in e.
Positions of all 76 atoms, in Å:
Na -0.00804 -0.81155 -1.09714  0.16
C 1.24712 -1.37121 3.02124  -0.51
C 0.35930 -2.66138 2.91369  -0.55
S 0.23504 -3.57399 1.40693  0.84
C 1.73139 -4.57773 1.20643  -0.51
C 2.96236 -3.69457 1.16683  -0.54
S 2.99424 -2.78334 -0.40428  0.87
C 4.05760 -1.54416 0.35996  -0.58
C 4.26899 -0.21880 -0.35077  -0.57
S 2.84689 0.65361 -0.91668  0.91
C 2.41184 1.68272 0.51418  -0.53
C 2.15837 0.95811 1.81583  -0.49
S 1.11229 -0.46471 1.50881  0.89
H 2.33373 -1.59410 3.17153  0.07
H 0.95249 -0.77507 3.85539  0.07
H -0.72048 -2.39476 3.08435  0.08
H 0.60055 -3.38304 3.73034  0.08
H 1.46541 -5.05747 0.29529  0.05
H 1.83529 -5.24581 2.15444  0.11
H 3.85244 -4.26049 1.28860  0.07
H 2.95838 -2.93391 1.90772  0.01
H 5.02893 -2.07200 0.45035  0.08
H 3.63063 -1.36405 1.38848  0.03
H 4.78879 -0.50346 -1.29080  0.07
H 5.01086 0.45076 0.15260  0.10
H 1.52780 2.23412 0.13836  0.05
H 3.12373 2.51469 0.65484  0.09
H 1.88706 1.60794 2.59563  0.06
H 3.23472 0.58583 2.02723  0.10
O -0.00413 3.46856 -1.75480  0.01
C -0.14884 2.26302 -1.79656  -0.71
O -0.41115 1.54397 -0.83983  -0.08
C -0.04428 1.62431 -3.19148  -0.16
C 0.27924 2.35330 -4.35685  0.00
C 0.59538 1.63745 -5.50814  -0.04
C 0.60601 0.21725 -5.46469  0.00
C 0.30561 -0.39100 -4.25808  -0.18
N -0.01050 0.31599 -3.18712  0.14
C 0.30515 -1.93691 -4.07549  -0.65
O 0.16080 -2.70800 -5.03697  -0.01
O 0.32898 -2.24838 -2.84691  -0.10
H 0.29437 3.37058 -4.23408  0.08
H 0.75842 2.24710 -6.41205  0.10
H 1.02276 -0.46512 -6.10622  0.08
C 0.45413 4.86288 4.84296  -0.06
C -0.34565 3.77213 4.19206  -0.28
C -0.25404 3.55355 2.82746  -0.04
C -0.88334 2.47400 2.20659  -0.07
C -1.68041 1.68530 3.04112  -0.34
C -1.76339 1.82674 4.42239  -0.07
C -1.03502 2.85569 4.98749  -0.05
S -2.61169 0.24873 2.28880  0.88
C -3.56706 1.21288 1.11657  -0.24
O -3.42079 -0.14401 3.46968  -0.57
H 0.42831 4.88041 5.89370  0.05
H 0.03520 5.86704 4.58198  0.09
H 1.51044 4.85050 4.61859  0.07
H 0.23031 4.23894 2.13861  0.12
H -0.84390 2.25902 1.13900  0.08
H -2.38442 1.04827 4.92565  0.11
H -1.17245 3.05984 6.02839  0.10
H -3.92685 2.16745 1.47848  0.06
H -4.21970 0.54264 0.52320  0.05
H -2.72316 1.41346 0.44223  0.03
S -3.02673 -2.42681 -0.73555  0.60
C -3.32755 -2.27591 -2.37106  -0.87
N -2.55819 -2.45690 -3.41672  0.05
C -3.28013 -2.16609 -4.65941  -0.12
C -4.47028 -1.32756 -4.13213  -0.18
N -4.65458 -1.96665 -2.84894  -0.02
H -1.56961 -2.71039 -3.41772  0.10
H -3.58021 -3.20917 -5.05934  0.15
H -2.60888 -1.67714 -5.31645  0.10
H -5.36144 -1.36261 -4.72119  0.10
H -4.09574 -0.26131 -4.00513  0.14
H -5.21873 -1.52924 -2.16146  0.09

=====

(3)
One molecule with the formula C26H35N3O4, computed with the ωB97M-V functional and the def2-TZVPD basis.

Calculated values
SMILES string: COc1ccccc1CNC(=O)[C@H]1CC[C@H](CNc2c(N3CCC(C)CC3)c(=O)c2=O)CC1
ΔE to the lowest compared entry with this formula, charge and spin: 19.0 kJ/mol
Multiplicity: 1
E_LUMO: 0.497 eV
Largest force on an atom: 0.015 Eh/bohr
DFT total energy: -1476.98473 hartree
M: 453.583 g/mol
HOMO: -7.67 eV
Net charge: 0
Orbital gap: 8.166 eV

Last column: natural (NBO) charge in e.
Positions of all 68 atoms, in Å:
C -7.33036 0.09026 2.65801  -0.25
O -6.91108 0.38822 1.34866  -0.53
C -7.19673 -0.50619 0.34904  0.37
C -7.80445 -1.73732 0.55170  -0.32
C -8.03875 -2.58059 -0.52275  -0.19
C -7.66843 -2.20757 -1.79971  -0.24
C -7.06341 -0.97761 -2.00284  -0.17
C -6.82851 -0.11523 -0.94738  -0.10
C -6.17168 1.22452 -1.16224  -0.25
N -4.90318 1.31396 -0.47027  -0.62
C -3.71546 1.21938 -1.10572  0.70
O -3.60787 1.20254 -2.31397  -0.64
C -2.52624 1.14193 -0.15262  -0.31
C -1.25073 1.61627 -0.84364  -0.38
C -0.04732 1.48168 0.08313  -0.40
C 0.12554 0.03795 0.55852  -0.23
C 1.30726 -0.10037 1.53154  -0.21
N 2.59036 0.14783 0.91325  -0.58
C 3.27047 -0.86061 0.33226  0.11
C 4.41065 -0.98625 -0.47139  0.12
N 5.28545 -0.16086 -1.06859  -0.40
C 5.42420 1.23263 -0.71146  -0.20
C 6.54952 1.41170 0.31088  -0.41
C 7.86315 0.85856 -0.24778  -0.22
C 8.98708 0.98256 0.77603  -0.60
C 7.65684 -0.59941 -0.66599  -0.41
C 6.49018 -0.72093 -1.64839  -0.22
C 4.28535 -2.45556 -0.50236  0.43
O 4.88697 -3.34729 -1.05854  -0.57
C 3.09183 -2.31674 0.41394  0.42
O 2.33027 -3.05141 1.00483  -0.57
C -1.15686 -0.44406 1.23653  -0.39
C -2.35432 -0.31244 0.30059  -0.39
H -7.04449 0.95047 3.26219  0.20
H -8.41492 -0.04319 2.71282  0.18
H -6.83325 -0.80454 3.04677  0.18
H -8.09809 -2.05321 1.54031  0.22
H -8.51177 -3.53559 -0.34934  0.21
H -7.84674 -2.86804 -2.63399  0.22
H -6.76669 -0.67808 -2.99659  0.22
H -5.96494 1.38035 -2.22248  0.24
H -6.82706 2.02089 -0.79246  0.21
H -4.95105 1.22998 0.53287  0.40
H -2.72597 1.77090 0.72235  0.20
H -1.10172 1.01896 -1.74431  0.22
H -1.36886 2.65611 -1.15486  0.21
H 0.84695 1.81535 -0.44944  0.20
H -0.18410 2.13208 0.95226  0.19
H 0.32317 -0.60133 -0.30865  0.21
H 1.32783 -1.11617 1.92865  0.24
H 1.18814 0.60305 2.36168  0.19
H 2.75062 1.09325 0.59652  0.39
H 4.48155 1.60977 -0.31629  0.19
H 5.66346 1.79167 -1.62330  0.20
H 6.65796 2.46973 0.55558  0.21
H 6.28821 0.87441 1.22575  0.20
H 8.13320 1.44101 -1.13694  0.19
H 9.91913 0.60210 0.36555  0.21
H 9.13470 2.02235 1.05906  0.21
H 8.74994 0.41289 1.67190  0.20
H 8.56293 -0.99025 -1.12993  0.22
H 7.44065 -1.20564 0.21653  0.20
H 6.30902 -1.76546 -1.89984  0.25
H 6.71422 -0.16579 -2.56560  0.19
H -1.03856 -1.48657 1.53633  0.22
H -1.33182 0.14889 2.13840  0.19
H -2.20200 -0.94007 -0.57965  0.21
H -3.25942 -0.65984 0.80484  0.21

=====

(4)
A 5-piece molecular cluster, C26H35N5O3P overall, computed with the ωB97M-V functional and the def2-TZVPD basis.

Calculated values
Multiplicity: 1
E_LUMO: 2.404 eV
Largest force on an atom: 0.011 Eh/bohr
DFT total energy: -1852.62674 hartree
M: 496.572 g/mol
HOMO: -2.18 eV
Net charge: -1
Orbital gap: 4.586 eV

Last column: natural (NBO) charge in e.
Positions of all 70 atoms, in Å:
C 0.79190 -2.82007 -0.63045  -0.67
C 1.13333 -2.44370 0.79773  -0.04
O 0.34956 -1.36206 1.33076  -0.84
P 0.32284 0.18502 0.92537  2.41
O -0.21772 0.95675 2.07188  -1.15
C 1.92534 0.74812 0.37865  -0.86
C 2.67177 0.22012 -0.88788  -0.18
N 1.96339 0.17140 -2.12239  -1.13
O -0.64508 0.23387 -0.32941  -0.81
C -1.92625 -0.37794 -0.26002  -0.06
C -2.82700 0.31780 -1.27126  -0.63
H -0.19105 -3.29866 -0.68696  0.19
H 0.84009 -1.94334 -1.30944  0.28
H 1.53188 -3.54673 -0.98436  0.21
H 2.19290 -2.19819 0.90364  0.18
H 0.91494 -3.26541 1.48670  0.17
H 2.53383 0.68419 1.28822  0.25
H 1.73106 1.81980 0.22237  0.24
H 3.59636 0.84887 -0.88668  0.11
H 3.05003 -0.78894 -0.65269  0.13
H 1.37710 1.00479 -2.18607  0.29
H -1.81707 -1.44121 -0.48421  0.16
H -2.31839 -0.29097 0.75843  0.19
H -3.54010 -0.38219 -1.71749  0.19
H -2.21172 0.72979 -2.07021  0.24
H -3.39353 1.12971 -0.81051  0.20
N 2.60236 1.83649 3.57939  -0.41
C 1.67799 2.72678 3.92068  0.03
C 1.97443 3.90053 4.60541  -0.27
C 3.29343 4.14860 4.95184  -0.19
C 4.26445 3.22600 4.58928  -0.27
C 3.86640 2.08842 3.89983  0.03
H 0.66605 2.47236 3.61823  0.24
H 1.18202 4.59240 4.86412  0.23
H 3.56195 5.04916 5.49062  0.21
H 5.30821 3.38238 4.82914  0.21
H 4.59828 1.34947 3.58824  0.19
N 2.18088 -0.56679 -7.28275  -0.45
C 2.27092 -0.26573 -5.98549  0.03
C 1.76034 -1.04684 -4.95440  -0.27
C 1.11212 -2.22113 -5.31378  -0.18
C 1.00168 -2.55267 -6.65828  -0.28
C 1.55202 -1.69624 -7.59874  0.00
H 2.78193 0.66049 -5.74444  0.19
H 1.86039 -0.72745 -3.90180  0.33
H 0.69326 -2.86676 -4.54933  0.22
H 0.49761 -3.45735 -6.97785  0.20
H 1.48440 -1.92733 -8.65846  0.17
N -1.17768 -4.55102 -3.43093  -0.41
C -1.41506 -5.40753 -4.41911  0.03
C -2.67181 -5.60749 -4.97284  -0.27
C -3.73677 -4.87364 -4.47418  -0.18
C -3.49885 -3.97406 -3.44841  -0.26
C -2.20396 -3.84947 -2.96278  0.05
H -0.55666 -5.95715 -4.79133  0.19
H -2.80562 -6.31648 -5.77894  0.21
H -4.73208 -4.99665 -4.88211  0.21
H -4.29470 -3.37218 -3.03068  0.22
H -1.97762 -3.14832 -2.16807  0.20
N -1.21823 4.98118 5.93342  -0.42
C -1.40294 3.70306 6.24909  0.04
C -2.60678 3.19934 6.72192  -0.25
C -3.67271 4.06967 6.87553  -0.17
C -3.49118 5.40487 6.54954  -0.27
C -2.24884 5.80806 6.08293  0.03
H -0.54822 3.04903 6.11303  0.21
H -2.69925 2.14732 6.95358  0.22
H -4.62895 3.71395 7.23727  0.21
H -4.29464 6.12239 6.64796  0.21
H -2.07466 6.84394 5.81192  0.19

=====

What is the formula in the third record?
C26H35N3O4

=====

Which of these has the highest largest force on an atom?
C26H35N3NaO5S6